# 1
# C12H13OP

A single C12H13OP molecule at a distorted geometry (ωB97M-V/def2-TZVPD, OMol25).

Last column: Löwdin charge in e.
Element x y z (Å)
P (-0.11877, -0.67171, 0.81546)  0.921
O (0.14154, -0.88301, 2.39221)  -0.244
C (-2.48483, -1.78457, -0.73891)  -0.223
C (1.57456, -0.49465, 0.30590)  -0.340
C (2.99658, 0.17376, -1.63135)  -0.029
C (3.79954, 0.29557, 0.62886)  -0.118
C (2.64731, -0.30136, 1.15858)  -0.075
C (-2.96656, -0.46581, -0.64606)  -0.153
C (-3.13445, 1.96288, -0.10302)  -0.048
C (-1.28856, -2.23880, -0.30995)  -0.036
C (-1.16944, 0.71497, 0.66887)  -0.212
C (-2.37645, 0.64823, -0.11319)  -0.371
C (4.04649, 0.44028, -0.69412)  -0.086
C (1.77526, -0.27789, -1.06629)  -0.076
H (-0.69739, -1.13120, 2.86991)  0.106
H (2.34589, -0.01029, 2.20006)  0.121
H (-1.06945, -3.22421, -0.03389)  0.009
H (-4.00370, 1.70730, 0.45645)  0.081
H (4.46337, 0.62488, 1.41704)  0.103
H (-0.70889, 1.74321, 0.85906)  0.086
H (-2.46429, 2.71556, 0.33385)  0.081
H (-3.86281, -0.24282, -1.17933)  0.090
H (5.03236, 0.93915, -0.95566)  0.127
H (0.82521, -0.40804, -1.57501)  0.093
H (-2.99935, -2.41176, -1.39457)  0.082
H (3.14622, 0.45952, -2.62081)  0.077
H (-3.44937, 2.12079, -1.04408)  0.036

* total energy: -881.52680 Ha
* 2S+1: 1
* SMILES string: CC1=CC=C[P@@](O)(c2ccccc2)=C1
* LUMO: 0.45 eV
* relative energy (zero: lowest compared OMol25 entry of this formula, charge and spin): 2.3027 eV

# 2
# C14H16O

A 2-piece molecular cluster, C14H16O overall at a distorted geometry (ωB97M-V/def2-TZVPD, OMol25).

Last column: Löwdin charge in e.
Element x y z (Å)
O (0.22024, -3.23054, 1.99410)  0.048
C (2.27773, -2.84607, 0.92236)  -0.014
C (1.14508, -2.33419, 1.53626)  -0.323
C (-1.54371, 2.25006, -1.68344)  -0.054
C (-1.55150, 0.83574, 0.23815)  -0.090
C (3.08440, -0.63554, 0.49693)  -0.292
C (4.07757, 0.33991, -0.08203)  -0.056
C (-2.91960, 2.13233, -1.82020)  -0.282
C (-0.84023, 1.59458, -0.67929)  -0.074
C (1.01216, -0.96509, 1.69988)  -0.041
C (-3.63768, 2.68767, -3.00665)  -0.066
C (2.00514, -0.12464, 1.20304)  -0.055
C (-2.92962, 0.70596, 0.12534)  -0.084
C (-3.60882, 1.31629, -0.91725)  -0.052
C (3.23393, -2.00859, 0.37499)  -0.037
H (-3.31220, 3.68163, -3.30634)  0.076
H (-3.42744, -0.04524, 0.72267)  0.100
H (-0.96359, 2.79685, -2.41162)  0.108
H (-3.68651, 2.10533, -3.92949)  0.081
H (4.00674, 1.33087, 0.36470)  0.073
H (5.09932, -0.03778, -0.02501)  0.076
H (-4.71169, 2.74239, -2.79011)  0.073
H (0.23329, 1.52767, -0.70671)  0.092
H (-0.40733, -2.82906, 2.59744)  0.102
H (0.21847, -0.51580, 2.27242)  0.100
H (3.84894, 0.46010, -1.14407)  0.080
H (4.13297, -2.41098, -0.07334)  0.114
H (-4.68417, 1.24856, -1.04163)  0.108
H (1.94313, 0.92693, 1.44254)  0.113
H (-1.03150, 0.20682, 0.95138)  0.061
H (2.30040, -3.92082, 0.83242)  0.117

* total energy: -618.29917 Ha
* 2S+1: 1
* SMILES string: Cc1ccc(O)cc1.Cc1ccccc1
* LUMO: 0.77 eV
* relative energy (zero: lowest compared OMol25 entry of this formula, charge and spin): 0.4579 eV